[1]
Computed, not measured: the molecule C3H4N2O at a distorted geometry, with ωB97M-V/def2-TZVPD.

Structure (ORCA input):
```
! wB97M-V def2-TZVPD RIJCOSX def2/J DEFGRID3
* xyz 0 1
N 1.687 0.038 0.021
C 0.307 -0.091 -0.052
C -0.380 0.878 0.528
N -1.762 0.597 0.358
C -1.744 -0.520 -0.310
O -0.516 -1.026 -0.613
H 2.192 -0.523 0.679
H 2.183 0.365 -0.786
H 0.611 1.406 0.841
H -2.578 -1.124 -0.667
*
```

**SMILES**: Nc1cnco1
**Energy**: -301.385027 Eh
**Maximum force**: 3.7 eV/Å
**HOMO**: -9.356 eV
**Gap between HOMO and LUMO**: 10.1700 eV
**ΔE to the lowest compared entry with this formula, charge and spin**: 2.781 eV
**LUMO level**: 0.81 eV

[2]
Computed, not measured: the molecule CH3NS2 at a distorted geometry, with ωB97M-V/def2-TZVPD.

Structure (ORCA input):
```
! wB97M-V def2-TZVPD RIJCOSX def2/J DEFGRID3
* xyz 0 1
N -0.922 -0.960 -0.179
S -0.547 0.263 0.879
C 0.930 0.912 0.145
S 1.959 2.053 0.762
H -0.912 -1.924 0.199
H -1.440 -0.790 -0.981
H 0.931 0.447 -0.825
*
```

**SMILES**: NSC=S
**Energy**: -890.990342 Eh
**Maximum force**: 2.7 eV/Å
**HOMO**: -8.693 eV
**Gap between HOMO and LUMO**: 8.4667 eV
**ΔE to the lowest compared entry with this formula, charge and spin**: 1.033 eV
**LUMO level**: -0.23 eV

[3]
Computed, not measured: a cluster of 2 separate species, C4H14N in total at a distorted geometry, with ωB97M-V/def2-TZVPD.

Structure (ORCA input):
```
! wB97M-V def2-TZVPD RIJCOSX def2/J DEFGRID3
* xyz 1 1
C -1.722 -1.238 -0.519
N -0.394 -0.891 -1.067
C -0.482 -0.077 -2.335
H -1.562 -1.877 0.371
H -2.206 -0.335 -0.147
H -2.302 -1.840 -1.230
H 0.059 -1.738 -1.364
H 0.221 -0.476 -0.403
H -1.040 -0.613 -3.097
H 0.545 0.119 -2.633
H -1.011 0.856 -2.156
C 0.914 0.547 1.327
C 1.538 1.510 2.357
H 0.813 -0.495 1.698
H 1.599 0.338 0.480
H 0.003 0.954 0.915
H 2.450 1.083 2.816
H 1.778 2.451 1.840
H 0.798 1.725 3.146
*
```

**Energy**: -215.285448 Eh
**Maximum force**: 2.6 eV/Å
**HOMO**: -15.499 eV
**Gap between HOMO and LUMO**: 12.1944 eV
**ΔE to the lowest compared entry with this formula, charge and spin**: 0.638 eV
**LUMO level**: -3.30 eV

[4]
Computed, not measured: a structure of composition C3H9NO2S at a distorted geometry, with ωB97M-V/def2-TZVPD.

Structure (ORCA input):
```
! wB97M-V def2-TZVPD RIJCOSX def2/J DEFGRID3
* xyz 0 1
C 0.499 -1.370 -1.491
C -1.331 -0.096 -0.277
C -0.443 0.568 1.400
N -0.817 -1.260 -0.883
O 0.716 2.308 -0.231
O 1.478 2.074 2.112
S 1.000 1.467 0.880
H 1.244 -1.750 -0.692
H 0.528 -2.089 -2.327
H 0.769 -0.396 -1.869
H -2.367 -0.017 0.100
H -1.096 0.834 -0.805
H 0.009 -0.176 2.103
H -1.014 1.376 1.972
H -1.286 -2.177 -0.424
H 2.111 0.702 0.431
*
```

**Energy**: -722.999414 Eh
**Maximum force**: 4.5 eV/Å
**HOMO**: -8.771 eV
**Gap between HOMO and LUMO**: 9.3774 eV
**ΔE to the lowest compared entry with this formula, charge and spin**: 4.597 eV
**LUMO level**: 0.61 eV

[5]
Computed, not measured: a structure of composition C26H22Cl2GeMnS at a distorted geometry, with ωB97M-V/def2-TZVPD.

Structure (ORCA input):
```
! wB97M-V def2-TZVPD RIJCOSX def2/J DEFGRID3
* xyz -2 2
Mn -0.232 -0.520 0.752
Cl 1.654 -1.618 0.660
C -0.222 0.598 2.570
Cl -1.679 1.488 3.166
H 0.562 1.371 2.641
H -0.017 -0.111 3.400
C -0.457 1.021 -0.376
Ge 0.018 2.315 -1.667
C 1.750 2.005 -2.647
C 2.011 0.699 -3.064
C 3.211 0.351 -3.645
C 4.221 1.297 -3.772
C 4.013 2.580 -3.289
C 2.795 2.923 -2.732
C -0.128 4.324 -1.516
C 0.151 5.051 -2.670
C 0.037 6.426 -2.700
C -0.416 7.105 -1.580
C -0.732 6.391 -0.431
C -0.579 5.015 -0.400
C -1.383 2.083 -3.090
C -2.705 2.266 -2.699
C -3.748 2.118 -3.592
C -3.488 1.751 -4.903
C -2.180 1.525 -5.299
C -1.141 1.710 -4.404
H 1.243 -0.050 -2.912
H 3.384 -0.665 -3.979
H 5.164 1.035 -4.237
H 4.813 3.313 -3.338
H 2.644 3.931 -2.364
H 0.465 4.519 -3.558
H 0.304 6.974 -3.596
H -0.534 8.182 -1.609
H -1.092 6.919 0.446
H -0.817 4.466 0.503
H -2.911 2.517 -1.665
H -4.768 2.291 -3.272
H -4.300 1.621 -5.609
H -1.972 1.205 -6.314
H -0.118 1.553 -4.722
S -2.094 -1.927 0.253
C -3.508 -0.907 0.206
C -4.078 -0.458 1.401
C -5.248 0.269 1.393
C -5.878 0.558 0.190
C -5.307 0.134 -1.002
C -4.134 -0.594 -1.002
H -3.570 -0.676 2.329
H -5.676 0.619 2.327
H -6.804 1.121 0.183
H -5.788 0.372 -1.944
H -3.679 -0.916 -1.931
*
```

**Energy**: -5550.322695 Eh
**Maximum force**: 5.1 eV/Å
**HOMO (alpha / beta)**: -0.619 / -0.454 eV
**Gap between HOMO and LUMO (alpha / beta)**: 5.2477 / 5.0810 eV
**LUMO level (alpha / beta)**: 4.63 / 4.63 eV

[6]
Computed, not measured: the molecule C11H10O4 at a distorted geometry, with ωB97M-V/def2-TZVPD.

Structure (ORCA input):
```
! wB97M-V def2-TZVPD RIJCOSX def2/J DEFGRID3
* xyz 0 1
C -1.026 -2.742 -0.346
C -1.864 -2.278 0.677
C -0.086 -1.867 -0.890
C -1.890 -0.968 1.074
C -0.064 -0.512 -0.440
C -0.946 -0.030 0.510
C 0.960 0.496 -0.961
C 2.046 1.061 0.032
C -0.881 1.322 1.094
C 3.000 -0.035 0.410
C -2.067 2.464 -0.735
O 1.030 0.847 -2.111
O 3.345 -0.955 -0.288
O 3.505 0.315 1.581
O -1.343 2.334 0.608
H -0.838 -3.708 -0.670
H -2.459 -3.118 1.114
H 0.660 -2.122 -1.623
H -2.598 -0.842 1.851
H 2.455 1.846 -0.676
H 1.525 1.411 0.843
H -1.873 3.466 -0.911
H -3.007 2.164 -0.411
H -1.788 1.779 -1.596
H 4.204 -0.329 1.865
*
```

**Energy**: -725.978788 Eh
**Maximum force**: 4.5 eV/Å
**HOMO**: -7.698 eV
**Gap between HOMO and LUMO**: 8.2465 eV
**ΔE to the lowest compared entry with this formula, charge and spin**: 0.000 eV
**LUMO level**: 0.55 eV

[7]
Computed, not measured: a structure of composition C12H19AsBN6OPd, with ωB97M-V/def2-TZVPD.

Structure (ORCA input):
```
! wB97M-V def2-TZVPD RIJCOSX def2/J DEFGRID3
* xyz 1 1
Pd -0.883 1.296 -0.672
C -4.432 1.562 1.523
C -3.609 2.054 0.511
N -2.520 1.296 0.432
N -2.606 0.327 1.357
C -3.757 0.468 2.030
B -1.456 -0.691 1.475
N -1.335 -1.401 0.088
C -1.316 -2.717 -0.178
C -1.274 -2.893 -1.548
C -1.285 -1.598 -2.070
N -1.329 -0.714 -1.079
N -0.169 0.092 1.877
C 0.668 -0.194 2.890
C 1.624 0.798 2.968
C 1.282 1.688 1.946
N 0.207 1.259 1.294
H -5.384 1.949 1.837
H -3.747 2.894 -0.148
H -4.014 -0.216 2.820
H -1.687 -1.516 2.308
H -1.345 -3.436 0.623
H -1.271 -3.822 -2.090
H -1.282 -1.263 -3.094
H 0.514 -1.071 3.496
H 2.423 0.886 3.683
H 1.745 2.622 1.672
C 3.554 1.564 -1.141
As 2.126 0.427 -1.709
C 2.025 -1.050 -0.500
C 2.525 -0.231 -3.456
O 0.713 1.339 -1.854
H 4.498 1.029 -1.236
H 3.393 1.841 -0.101
H 3.568 2.456 -1.763
H 2.966 -1.596 -0.568
H 1.203 -1.705 -0.782
H 1.887 -0.678 0.514
H 3.503 -0.711 -3.459
H 2.519 0.607 -4.150
H 1.760 -0.950 -3.744
*
```

**Energy**: -3260.790264 Eh
**Maximum force**: 0.1 eV/Å
**HOMO**: -12.067 eV
**Gap between HOMO and LUMO**: 8.2320 eV
**LUMO level**: -3.84 eV

[8]
Computed, not measured: a structure of composition Cl4F2NO4S2Y at a distorted geometry, with ωB97M-V/def2-TZVPD.

Structure (ORCA input):
```
! wB97M-V def2-TZVPD RIJCOSX def2/J DEFGRID3
* xyz -2 1
Y 2.747 -0.114 0.872
Cl 6.409 -0.100 2.857
Cl 3.029 3.920 0.360
Cl 2.462 -3.979 1.400
Cl 1.040 0.234 4.462
N -0.684 0.069 -0.549
S -1.607 -1.024 -1.662
O -1.911 -0.532 -2.949
O -2.414 -2.061 -1.052
F -0.253 -1.830 -2.095
S -1.962 0.992 -0.542
O -3.227 0.445 -0.038
O -2.170 1.911 -1.654
F -1.461 2.070 0.589
*
```

**Energy**: -3230.832071 Eh
**Maximum force**: 7.4 eV/Å
**HOMO**: -4.516 eV
**Gap between HOMO and LUMO**: 5.0214 eV
**LUMO level**: 0.50 eV

[9]
Computed, not measured: a cluster of 2 separate species, C6H11NO in total at a distorted geometry, with ωB97M-V/def2-TZVPD.

Structure (ORCA input):
```
! wB97M-V def2-TZVPD RIJCOSX def2/J DEFGRID3
* xyz 0 1
C 0.642 -2.504 -0.412
N -0.781 -2.227 -0.451
C -1.640 -2.863 0.393
C -3.096 -2.476 0.241
O -1.244 -3.687 1.212
H 1.150 -1.886 -1.172
H 0.844 -3.566 -0.629
H 1.065 -2.261 0.578
H -1.149 -1.547 -1.120
H -3.462 -2.705 -0.774
H -3.697 -3.047 0.968
H -3.241 -1.400 0.433
C -2.698 3.841 -4.208
C -2.542 4.245 -3.072
C -2.355 4.731 -1.707
H -2.836 3.483 -5.214
H -1.916 3.940 -1.076
H -3.322 5.033 -1.272
H -1.679 5.603 -1.700
*
```

**SMILES**: CNC(C)=O.C#CC
**Energy**: -365.154832 Eh
**Maximum force**: 1.7 eV/Å
**HOMO**: -9.677 eV
**Gap between HOMO and LUMO**: 10.2271 eV
**ΔE to the lowest compared entry with this formula, charge and spin**: 2.085 eV
**LUMO level**: 0.55 eV

What did the sixth record say?
Computed, not measured: the molecule C11H10O4 at a distorted geometry, with ωB97M-V/def2-TZVPD.

Structure (ORCA input):
```
! wB97M-V def2-TZVPD RIJCOSX def2/J DEFGRID3
* xyz 0 1
C -1.026 -2.742 -0.346
C -1.864 -2.278 0.677
C -0.086 -1.867 -0.890
C -1.890 -0.968 1.074
C -0.064 -0.512 -0.440
C -0.946 -0.030 0.510
C 0.960 0.496 -0.961
C 2.046 1.061 0.032
C -0.881 1.322 1.094
C 3.000 -0.035 0.410
C -2.067 2.464 -0.735
O 1.030 0.847 -2.111
O 3.345 -0.955 -0.288
O 3.505 0.315 1.581
O -1.343 2.334 0.608
H -0.838 -3.708 -0.670
H -2.459 -3.118 1.114
H 0.660 -2.122 -1.623
H -2.598 -0.842 1.851
H 2.455 1.846 -0.676
H 1.525 1.411 0.843
H -1.873 3.466 -0.911
H -3.007 2.164 -0.411
H -1.788 1.779 -1.596
H 4.204 -0.329 1.865
*
```

**Energy**: -725.978788 Eh
**Maximum force**: 4.5 eV/Å
**HOMO**: -7.698 eV
**Gap between HOMO and LUMO**: 8.2465 eV
**ΔE to the lowest compared entry with this formula, charge and spin**: 0.000 eV
**LUMO level**: 0.55 eV